Entry 1:
44
Properties=species:S:1:pos:R:3:mulliken_charge:R:1 method="wB97M-V/def2-TZVPD" multiplicity=4 e_above_lowest_kcal_mol=0.00 s_squared=3.781 molar_mass_g_mol=509.56 homo_lumo_gap_ev="5.18 / 6.72" e_tot_ev=-123195.470
C 2.581 -2.463 -0.576 -0.544
C 1.968 -3.621 0.245 -1.036
H 1.943 -2.188 -1.412 0.198
H 3.554 -2.746 -0.978 0.452
H 2.748 -1.585 0.033 -0.038
H 1.018 -3.937 -0.165 0.284
H 2.618 -4.499 0.213 0.345
H 1.815 -3.400 1.309 0.380
C 0.613 1.373 -2.133 -0.083
C 0.202 2.177 -3.196 -0.749
C -1.155 2.384 -3.445 -0.528
C -2.085 1.755 -2.626 -0.606
H 1.669 1.194 -1.924 0.431
H 0.960 2.621 -3.836 0.388
H -1.496 3.030 -4.253 0.424
H -3.157 1.873 -2.742 0.316
N -0.308 0.798 -1.314 0.287
C -1.647 0.958 -1.568 0.844
C -2.517 0.331 -0.585 0.339
N -1.854 -0.291 0.443 0.427
C -2.579 -0.636 1.534 0.019
C -4.642 0.022 0.507 -0.506
C -3.965 -0.572 1.564 -0.859
H -2.022 -0.973 2.403 0.468
H -4.481 -0.981 2.427 0.394
C -3.911 0.495 -0.580 -0.821
H -4.378 1.026 -1.408 0.324
H -5.718 0.131 0.527 0.437
Co 0.128 -0.105 0.357 -0.634
C 0.220 -1.462 1.635 -0.630
H -0.614 -2.093 1.960 0.588
H 0.838 -1.239 2.510 0.431
H 0.788 -2.068 0.920 -0.753
Cl 3.383 0.668 0.156 -0.216
C 2.432 1.613 1.235 1.190
C 1.053 1.420 1.286 -1.397
C 0.301 2.415 1.913 1.207
Cl -1.429 2.423 1.747 -0.176
C 0.895 3.490 2.617 -0.278
Cl -0.089 4.704 3.317 -0.195
C 2.304 3.576 2.678 0.433
Cl 3.028 4.837 3.555 -0.193
C 3.082 2.635 1.970 -0.165
Cl 4.779 2.769 1.974 -0.199

---

Entry 2:
102
Properties=species:S:1:pos:R:3:mulliken_charge:R:1 method="wB97M-V/def2-TZVPD" multiplicity=2 s_squared=0.757 molar_mass_g_mol=1045.85 homo_lumo_gap_ev="7.13 / 3.99" total_charge=+2 e_tot_ev=-93076.344
Ru 0.930 0.475 0.122 1.431
C -0.100 0.788 4.410 -0.498
C 1.104 0.796 5.115 -0.968
C 2.260 0.779 4.389 -0.740
C 2.242 0.734 2.973 -0.216
N 1.060 0.721 2.286 1.002
C -0.053 0.759 3.042 -0.514
N 3.462 0.700 2.406 -0.264
C 3.777 0.551 1.167 -0.809
N 2.929 0.366 0.098 1.405
C 3.711 0.185 -1.020 -1.059
N 3.324 -0.004 -2.233 -0.191
C 2.089 0.050 -2.764 -0.714
C 2.066 -0.069 -4.177 -0.673
C 0.903 0.057 -4.880 -1.169
C -0.270 0.279 -4.156 -0.433
C -0.191 0.355 -2.791 -2.017
N 0.935 0.256 -2.058 2.369
C 5.117 0.270 -0.659 0.262
C 6.277 0.160 -1.407 -0.379
C 7.485 0.272 -0.737 -0.747
C 7.528 0.501 0.640 -0.754
C 6.366 0.632 1.384 -0.209
C 5.159 0.508 0.715 0.288
H -1.052 0.801 4.920 0.380
H 1.115 0.816 6.196 0.440
H 3.238 0.790 4.847 0.603
H -0.989 0.759 2.507 -0.554
H 3.022 -0.237 -4.649 0.644
H 0.886 -0.008 -5.960 0.454
H -1.225 0.375 -4.650 0.486
H -1.112 0.516 -2.248 0.440
H 6.231 -0.012 -2.474 0.580
H 8.416 0.174 -1.278 0.453
H 8.488 0.571 1.132 0.449
H 6.396 0.825 2.447 0.575
N 1.616 4.972 -0.283 -0.322
C 1.679 3.685 -0.601 0.742
O 0.855 2.871 -0.154 -0.459
C 2.778 3.206 -1.519 -0.806
I 3.737 4.680 -2.742 0.188
H 0.930 5.295 0.380 0.278
H 2.255 5.646 -0.675 0.100
H 2.377 2.453 -2.189 -0.060
H 3.561 2.744 -0.919 0.343
C -5.609 0.779 2.134 -1.059
Si -3.744 0.772 2.334 0.577
C -3.201 -0.799 3.224 -1.016
C -3.180 2.421 3.054 -1.074
Sb -1.825 0.564 0.117 0.539
Si -3.007 2.700 -1.106 0.526
C -2.227 4.212 -0.305 -0.533
C -4.855 2.636 -0.748 -0.964
C -2.742 2.620 -2.970 -1.034
Si -3.124 -1.670 -0.777 0.600
C -2.719 -1.854 -2.609 -0.961
C -2.603 -3.140 0.268 -0.377
C -4.977 -1.400 -0.575 -1.132
H -6.032 0.829 3.143 0.441
H -6.003 -0.119 1.664 0.340
H -5.984 1.638 1.582 0.332
H -3.272 -0.642 4.304 0.516
H -2.182 -1.114 3.000 0.231
H -3.874 -1.621 2.977 0.361
H -3.297 2.390 4.142 0.500
H -3.810 3.231 2.686 0.382
H -2.142 2.674 2.841 0.291
H -2.647 4.394 0.685 0.327
H -2.409 5.103 -0.911 0.511
H -1.152 4.078 -0.204 -0.374
H -5.074 2.973 0.264 0.236
H -5.289 1.647 -0.887 0.172
H -5.367 3.315 -1.434 0.515
H -1.695 2.715 -3.259 0.276
H -3.286 3.449 -3.429 0.544
H -3.138 1.698 -3.401 0.299
H -1.650 -1.936 -2.800 0.168
H -3.110 -1.020 -3.194 0.322
H -3.193 -2.765 -2.983 0.550
H -1.523 -3.206 0.358 -0.334
H -2.950 -4.063 -0.203 0.445
H -3.031 -3.097 1.270 0.371
H -5.327 -0.436 -0.939 0.251
H -5.280 -1.511 0.464 0.194
H -5.501 -2.172 -1.146 0.501
C 2.120 -2.680 1.807 -1.265
C 1.206 -2.779 0.625 0.273
O 0.515 -1.821 0.268 0.073
C 1.093 -4.060 -0.084 0.452
C 1.397 -5.273 0.541 -0.492
C 1.220 -6.466 -0.136 -0.810
C 0.761 -6.462 -1.447 -0.471
C 0.460 -5.260 -2.078 -0.853
C 0.617 -4.068 -1.399 0.286
H 2.269 -1.636 2.074 -0.004
H 3.081 -3.153 1.608 0.452
H 1.664 -3.190 2.659 0.458
H 1.738 -5.287 1.567 0.426
H 1.437 -7.401 0.361 0.430
H 0.649 -7.396 -1.980 0.423
H 0.097 -5.260 -3.098 0.451
H 0.394 -3.121 -1.875 0.352

---

Entry 3:
29
Properties=species:S:1:pos:R:3:mulliken_charge:R:1 method="wB97M-V/def2-TZVPD" e_above_lowest_kcal_mol=56.46 molar_mass_g_mol=150.27 homo_lumo_gap_ev=9.74 e_tot_ev=-11696.832
C -1.986 -2.060 -1.714 -1.153
C -0.783 -1.501 -1.028 -0.564
C -0.792 -1.683 0.423 0.646
C -1.356 -0.647 1.194 -0.383
C -1.144 -0.707 2.634 -0.747
C -0.241 -1.626 3.184 -0.592
C 0.218 -2.704 2.305 -0.526
C -0.120 -2.775 0.970 -0.374
H -1.865 -2.017 -2.851 0.314
H -2.886 -1.574 -1.278 0.306
H -2.273 -3.049 -1.363 0.365
H 0.121 -2.045 -1.436 0.365
H -0.528 -0.520 -1.335 0.108
H -2.002 -0.025 0.642 0.444
H -1.507 0.036 3.158 0.511
H -0.016 -1.374 4.152 0.463
H 0.949 -3.286 2.739 0.414
H 0.141 -3.604 0.303 0.383
C 1.738 1.973 -1.966 -1.087
C 1.348 2.427 -0.536 0.099
C 1.371 3.947 -0.322 -1.141
H 2.876 1.989 -2.257 0.275
H 1.310 1.018 -2.192 0.233
H 1.296 2.662 -2.697 0.323
H 0.199 2.227 -0.402 -0.006
H 1.885 1.820 0.152 0.417
H 1.677 4.591 -1.085 0.376
H 0.371 4.346 -0.017 0.298
H 1.999 4.160 0.621 0.235

---

Entry 4:
29
Properties=species:S:1:pos:R:3:mulliken_charge:R:1 method="wB97M-V/def2-TZVPD" e_above_lowest_kcal_mol=65.34 molar_mass_g_mol=172.20 homo_lumo_gap_ev=10.43 total_charge=+1 e_tot_ev=-17196.355
C -0.415 2.149 -0.817 -1.501
C -1.039 1.558 0.406 0.235
C -1.615 0.219 -0.023 -0.472
C -0.930 -1.120 0.058 -0.777
C 0.559 -1.253 -0.192 0.899
O 0.883 -2.438 -0.529 -0.564
O 1.391 -0.332 -0.131 -0.761
N -0.006 1.282 1.595 -0.142
H -1.147 2.801 -1.434 0.296
H 0.279 1.534 -1.420 0.378
H 0.351 2.973 -0.687 0.421
H -1.881 2.132 0.872 0.451
H -2.091 0.367 -1.165 0.194
H -2.565 -0.036 0.580 0.350
H -1.271 -1.477 1.005 0.273
H -1.371 -1.902 -0.580 0.369
H 1.902 -2.711 -0.288 0.447
H -0.058 2.183 2.108 0.425
H -0.278 0.554 2.070 0.136
H 0.919 1.287 1.037 0.323
H -0.417 0.389 -3.942 0.284
H -1.569 1.281 -3.157 0.282
O -0.952 0.594 -3.179 -0.574
H 3.449 -1.380 -1.015 0.357
H 3.092 -1.157 0.379 0.381
O 3.224 -1.922 -0.276 -0.718
H 1.125 -2.110 3.294 0.293
H -0.235 -1.928 2.808 0.316
O 0.668 -1.538 2.626 -0.601